A structure of composition C20H36BCdN12O3P2. Source: OMol25; level of theory: ωB97M-V with the def2-TZVPD basis set.

Its expectation value of S² is 0.761. As for the total energy: -69158.595 eV.

ORCA input file:
```
! wB97M-V def2-TZVPD RIJCOSX def2/J DEFGRID3
* xyz 2 2
Cd 1.14 -1.03 -0.05
C 1.16 2.31 -2.75
C 0.95 0.93 -2.71
N 1.58 0.39 -1.68
N 2.21 1.41 -1.02
C 1.97 2.57 -1.66
B 3.21 1.22 0.21
N 2.39 1.16 1.56
C 2.35 1.96 2.64
C 1.56 1.36 3.60
C 1.14 0.16 3.02
N 1.64 0.05 1.79
N 3.99 -0.13 0.07
C 5.30 -0.34 0.29
C 5.56 -1.69 0.18
C 4.31 -2.26 -0.10
N 3.37 -1.32 -0.15
N 4.16 2.38 0.15
C 5.06 2.60 -0.85
C 5.63 3.82 -0.64
C 5.01 4.29 0.54
N 4.11 3.44 1.00
H 0.82 3.02 -3.49
H 0.41 0.31 -3.41
H 2.41 3.49 -1.31
H 2.91 2.88 2.65
H 1.36 1.72 4.60
H 0.54 -0.63 3.43
H 5.97 0.47 0.50
H 6.50 -2.19 0.28
H 4.06 -3.30 -0.25
H 5.23 1.88 -1.64
H 6.38 4.31 -1.24
H 5.17 5.23 1.05
C -2.42 -4.53 1.27
N -2.68 -3.79 0.03
C -3.94 -4.10 -0.66
P -1.80 -2.52 -0.41
O -0.48 -2.51 0.31
O -2.71 -1.19 0.01
P -2.19 0.26 0.33
O -0.77 0.53 0.07
N -3.19 1.27 -0.52
C -2.71 2.60 -0.90
C -4.65 1.08 -0.53
N -2.60 0.51 1.92
C -3.65 -0.20 2.64
C -2.03 1.68 2.59
N -1.74 -2.36 -2.02
C -0.58 -2.98 -2.70
C -2.47 -1.35 -2.79
H -2.38 -5.60 1.05
H -3.21 -4.36 2.01
H -1.47 -4.23 1.70
H -4.10 -5.18 -0.63
H -3.89 -3.80 -1.70
H -4.79 -3.61 -0.18
H -1.63 2.66 -0.78
H -3.21 3.37 -0.30
H -2.96 2.76 -1.95
H -4.91 0.06 -0.25
H -5.01 1.28 -1.54
H -5.12 1.79 0.15
H -4.16 -0.91 1.99
H -4.36 0.51 3.05
H -3.19 -0.74 3.47
H -1.19 2.08 2.03
H -1.67 1.37 3.58
H -2.80 2.44 2.73
H -0.30 -3.90 -2.20
H 0.28 -2.31 -2.74
H -0.87 -3.23 -3.72
H -3.47 -1.21 -2.38
H -2.58 -1.70 -3.81
H -1.96 -0.38 -2.81
*
```